Computed, not measured: 14 unconnected molecules or ions with the total composition C49H123N3O25 in a non-equilibrium geometry, with ωB97M-V/def2-TZVPD.

Element x y z (Å)
C1 -0.43769 -14.25457 15.80610
C2 0.72707 -14.20675 14.80720
C3 0.04382 -13.76142 13.48150
C4 1.11735 -13.41366 12.57397
C5 1.94490 -12.20770 13.18203
C6 2.68669 -12.64439 14.43587
N1 1.70416 -13.26753 15.32391
O1 2.36127 -13.79344 16.50230
C7 3.88867 -13.48946 14.00168
C8 3.28655 -11.40206 15.11147
C9 1.10288 -15.66774 14.50952
H1 -0.28862 -14.72759 16.77674
H2 -1.24276 -14.87853 15.41800
H3 -0.86111 -13.26479 15.97685
H4 -0.59791 -14.53032 13.05129
H5 -0.49600 -12.87448 13.81319
H6 0.62424 -12.96451 11.71187
H7 1.84572 -14.15441 12.24402
H8 1.28430 -11.42327 13.55133
H9 2.62913 -11.85507 12.41030
H10 4.63862 -13.42935 14.79040
H11 3.88406 -14.53703 13.70055
H12 4.36653 -13.13188 13.08960
H13 3.97366 -11.57081 15.94063
H14 3.69976 -10.63241 14.45955
H15 2.41595 -11.00682 15.63486
H16 2.10497 -15.69940 14.08184
H17 0.44538 -16.18049 13.80746
H18 1.01620 -16.28681 15.40246
H19 2.92889 -14.47388 16.13296
C10 -3.61471 -19.27616 8.09785
C11 -3.76281 -17.72310 8.32505
C12 -5.12466 -17.46487 8.92598
C13 -5.32869 -17.85359 10.37791
C14 -4.30897 -16.85616 11.08943
C15 -2.82574 -17.09479 10.67045
N2 -2.67589 -17.21458 9.20386
O2 -1.46124 -17.40546 8.81352
C16 -2.07704 -15.83820 11.16509
C17 -2.30378 -18.22203 11.46935
C18 -3.77541 -17.08540 6.86631
H20 -3.83644 -19.97422 8.90509
H21 -2.63210 -19.54820 7.71240
H22 -4.15856 -19.67381 7.24099
H23 -5.37016 -16.44611 8.62606
H24 -5.91357 -18.00037 8.39781
H25 -5.28988 -18.92607 10.56865
H26 -6.35250 -17.54365 10.58731
H27 -4.29994 -16.91197 12.17796
H28 -4.53088 -15.80502 10.90517
H29 -0.98871 -15.88849 11.13157
H30 -2.26414 -14.96920 10.53428
H31 -2.24771 -15.57221 12.20827
H32 -3.05307 -18.88233 11.90602
H33 -1.59617 -18.85679 10.93600
H34 -1.82773 -17.91267 12.39982
H35 -4.48803 -17.50521 6.15636
H36 -2.79614 -17.07926 6.38767
H37 -3.89697 -16.00466 6.93924
H38 -1.27519 -16.65101 8.24979
C19 -0.76809 -20.13621 18.90229
C20 0.30376 -19.15611 18.47860
C21 -0.05851 -17.75290 19.00674
C22 0.17578 -17.60725 20.48490
C23 1.61511 -17.90637 20.77962
C24 2.21278 -19.21056 20.12065
N3 1.76025 -19.52437 18.75678
O3 2.23393 -20.79892 18.20519
C25 3.78327 -18.93572 19.97441
C26 1.89199 -20.40027 21.08610
C27 0.27949 -19.06340 16.89913
H39 -0.87875 -20.12256 19.98657
H40 -0.45452 -21.16441 18.72179
H41 -1.75532 -19.98005 18.46744
H42 0.64608 -17.02828 18.59859
H43 -1.04969 -17.41598 18.70318
H44 -0.60196 -18.17386 20.99692
H45 -0.05386 -16.54720 20.59293
H46 1.66035 -18.00839 21.86389
H47 2.01973 -16.90350 20.64312
H48 4.39286 -19.83682 19.90715
H49 4.00233 -18.32451 19.09889
H50 4.20920 -18.26368 20.71942
H51 2.40851 -21.32068 20.81379
H52 2.36188 -20.28449 22.06277
H53 0.81595 -20.56937 21.12666
H54 -0.47156 -18.37631 16.50933
H55 0.07366 -20.05245 16.48985
H56 1.27080 -18.90940 16.47289
H57 1.78283 -21.39725 18.80529
C28 2.86698 -11.92913 20.38320
C29 4.27862 -12.20698 19.83459
O4 4.56341 -11.36611 18.78912
O5 2.70823 -10.52279 20.64856
H58 2.66586 -12.42864 21.33090
H59 2.12566 -12.31743 19.68481
H60 4.14324 -13.22051 19.45705
H61 5.11836 -12.26615 20.52702
H62 3.98032 -10.60962 18.88572
H63 2.39794 -10.04323 19.87698
C30 -4.17435 -16.30543 15.93097
C31 -3.72089 -16.04260 17.43429
O6 -4.73709 -15.45045 18.18891
O7 -4.02020 -14.98152 15.52908
H64 -5.22229 -16.60027 15.87634
H65 -3.43936 -16.84935 15.33762
H66 -2.90528 -15.35388 17.65461
H67 -3.55099 -17.00445 17.91811
H68 -4.72399 -15.84056 19.06598
H69 -4.53558 -14.32676 16.00581
C32 -3.35659 -12.46866 13.02856
C33 -4.11327 -11.30242 13.75085
O8 -4.31416 -10.16632 12.90272
O9 -4.17777 -13.28966 12.20487
H70 -2.92669 -12.95364 13.90496
H71 -2.56659 -12.10146 12.37346
H72 -3.41065 -10.89731 14.47907
H73 -5.01189 -11.54262 14.31907
H74 -3.43039 -9.79387 12.94540
H75 -4.64201 -12.74965 11.56108
C34 5.98665 -11.73179 10.60588
C35 6.07802 -10.94515 11.91355
O10 6.28496 -9.61357 11.59222
O11 4.74791 -11.85604 9.94234
H76 6.38000 -12.70632 10.89512
H77 6.67835 -11.35957 9.85016
H78 6.88490 -11.19850 12.60119
H79 5.14248 -11.33937 12.31035
H80 5.37103 -9.36374 11.43759
H81 4.75976 -11.12676 9.31816
C36 -0.92721 -8.26455 14.38860
C37 -0.42866 -7.17840 13.48449
O12 0.48907 -7.67648 12.44582
O13 -1.61874 -9.22921 13.68471
H82 -1.61888 -7.90610 15.15097
H83 -0.09110 -8.70575 14.93116
H84 0.15183 -6.49825 14.10780
H85 -1.31883 -6.73975 13.03363
H86 0.78002 -6.93244 11.91351
H87 -0.86500 -9.43343 13.12635
C38 3.23626 -14.92197 9.60930
C39 2.52212 -15.22697 8.28046
O14 1.14457 -14.89646 8.63040
O15 2.97738 -15.86985 10.63501
H88 2.97586 -14.01314 10.15180
H89 4.31461 -14.87503 9.45746
H90 2.57704 -16.21439 7.82211
H91 2.74884 -14.52257 7.48014
H92 0.94979 -15.46293 9.38058
H93 3.67543 -15.78741 11.28887
C40 -0.56954 -10.02267 18.59617
C41 -0.55890 -11.39826 17.86937
O16 0.72382 -11.60515 17.26136
O17 -1.87803 -9.58352 18.91470
H94 -0.00619 -9.24881 18.07474
H95 -0.09080 -10.11400 19.57114
H96 -1.36610 -11.45899 17.13942
H97 -0.71827 -12.21149 18.57743
H98 0.72292 -12.33747 16.64063
H99 -2.47068 -9.56351 18.15974
C42 7.31267 -12.49828 16.91867
C43 7.19064 -11.27070 16.09416
O18 8.47529 -10.87083 15.56666
O19 7.53579 -13.61011 16.03760
H100 6.43098 -12.74667 17.50946
H101 8.15719 -12.53006 17.60706
H102 6.70512 -10.49600 16.68764
H103 6.61239 -11.53637 15.20921
H104 8.96795 -11.66512 15.34762
H105 7.70380 -14.36457 16.60696
C44 7.19953 -15.14883 13.16093
C45 7.38271 -15.69513 11.70570
O20 6.24519 -15.33463 10.92958
O21 6.90911 -13.74663 13.22710
H106 7.96933 -15.36995 13.90026
H107 6.40633 -15.74709 13.60927
H108 7.41558 -16.78438 11.68221
H109 8.26384 -15.41394 11.12895
H110 5.81255 -14.64559 11.43915
H111 6.97143 -13.44315 14.13573
C46 3.35496 -6.69325 13.99086
C47 3.73072 -5.58854 15.04209
O22 2.85690 -4.47554 15.18336
O23 4.27967 -7.74968 14.00492
H112 3.30836 -6.17863 13.03112
H113 2.41586 -7.22652 14.13851
H114 4.71255 -5.20632 14.76276
H115 3.75421 -5.96468 16.06486
H116 2.76744 -4.07726 14.31447
H117 4.12256 -8.42517 13.34112
C48 4.17606 -17.26277 16.17992
C49 4.65239 -18.36365 15.22010
O24 5.83713 -19.04372 15.66371
O25 4.77189 -15.97049 15.91577
H118 4.55061 -17.53399 17.16696
H119 3.08835 -17.19242 16.17391
H120 4.85824 -17.94282 14.23590
H121 3.91675 -19.15949 15.10364
H122 5.66154 -19.97579 15.81205
H123 5.72668 -16.03510 15.99196

Output
**Charge**: 0



Computed, not measured: 14 unconnected molecules or ions with the total composition C49H129N3O17 in a non-equilibrium geometry, with ωB97M-V/def2-TZVPD.

Element x y z (Å)
C1 -2.96447 -0.94545 -4.67870
O1 -1.82822 -1.35053 -4.01230
H1 -3.54259 -0.29622 -4.02113
H2 -2.74145 -0.29558 -5.52488
H3 -3.57300 -1.81597 -4.92359
H4 -1.53581 -0.66257 -3.40996
C2 -2.16498 3.82213 1.34691
O2 -0.88657 4.22588 1.02536
C3 -0.24175 3.75457 -0.15077
C4 -0.80524 4.45247 -1.42088
N1 -0.75274 3.45290 -2.49884
C5 -1.06537 4.03684 -3.83907
C6 -0.84702 3.02624 -4.98411
O3 0.48648 2.65763 -5.13400
C7 0.74438 1.68606 -6.17449
H5 -2.20934 2.73734 1.25022
H6 -2.96394 4.23606 0.73174
H7 -2.32986 3.98599 2.41183
H8 -0.34110 2.67047 -0.20512
H9 0.82400 3.87249 0.04511
H10 -0.37563 5.43253 -1.62827
H11 -1.85694 4.54479 -1.14974
H12 0.11057 2.92943 -2.47091
H13 -0.39039 4.87930 -3.98995
H14 -2.09952 4.38047 -3.81535
H15 -1.15215 3.52262 -5.90531
H16 -1.49117 2.15497 -4.86557
H17 1.72346 1.23522 -6.01246
H18 0.84677 2.11345 -7.17197
H19 -0.02264 0.91574 -6.25447
C8 -4.05400 -1.78532 1.08942
O4 -3.76481 -0.64656 0.25263
C9 -2.85717 -0.81429 -0.80939
C10 -2.37079 0.58365 -1.24913
N2 -1.23687 0.67295 -2.16433
C11 -0.05408 -0.09734 -1.72479
C12 1.12272 0.32490 -2.56377
O5 1.47160 1.68230 -2.17098
C13 2.64392 2.08857 -2.82701
H20 -3.37089 -1.95108 1.92248
H21 -4.16147 -2.71255 0.52659
H22 -5.01356 -1.54623 1.54789
H23 -3.30816 -1.41571 -1.59869
H24 -2.02063 -1.36293 -0.37660
H25 -2.02492 1.05281 -0.32806
H26 -3.07446 1.22821 -1.77591
H27 -0.99180 1.62974 -2.37552
H28 -0.21748 -1.16815 -1.84630
H29 0.14029 0.11086 -0.67266
H30 0.89748 0.30608 -3.63007
H31 1.93685 -0.36883 -2.35390
H32 2.54541 1.90763 -3.89736
H33 3.48442 1.53683 -2.40599
H34 2.85723 3.13586 -2.61304
C14 6.79867 1.80569 -0.60243
O6 6.66837 0.44880 -0.31968
C15 7.34827 0.00853 0.82580
C16 7.05716 -1.53674 1.00284
N3 7.79973 -2.15898 2.11406
C17 7.57077 -1.62275 3.44790
C18 8.20921 -2.36219 4.64270
O7 7.62601 -3.67087 4.73816
C19 7.96770 -4.23170 5.99560
H35 6.31598 1.99696 -1.56083
H36 7.85111 2.02246 -0.78545
H37 6.44121 2.57903 0.07747
H38 6.94530 0.48324 1.72043
H39 8.43796 0.01469 0.80050
H40 7.47187 -2.03856 0.12860
H41 5.98776 -1.69484 1.14241
H42 7.65005 -3.15392 2.20229
H43 6.49673 -1.49306 3.58095
H44 7.96766 -0.60780 3.42671
H45 7.92934 -1.75430 5.50307
H46 9.27953 -2.51288 4.50196
H47 7.63295 -5.26859 6.02553
H48 7.37609 -3.78124 6.79258
H49 9.03766 -4.24028 6.20348
C20 -5.72864 2.18764 -0.68957
C21 -5.99464 1.78506 0.73266
C22 -7.09432 0.69727 0.75780
O8 -4.85579 1.34953 1.41620
H50 -6.65361 2.42341 -1.21584
H51 -5.16579 1.48024 -1.29857
H52 -5.09954 3.07383 -0.77324
H53 -6.35416 2.63937 1.30622
H54 -8.08541 1.02159 0.44054
H55 -7.21203 0.28616 1.76041
H56 -6.82915 -0.10788 0.07259
H57 -4.53551 0.63689 0.85838
C23 3.00168 0.46372 2.57921
C24 2.26574 -0.27505 1.46602
C25 3.27164 -0.93742 0.42442
O9 1.50388 -1.29923 2.02025
H58 3.39594 -0.29081 3.25991
H59 2.28676 1.06957 3.13593
H60 3.79239 1.07522 2.14454
H61 1.65473 0.41273 0.88145
H62 3.88590 -0.10503 0.08103
H63 2.67755 -1.41918 -0.35215
H64 3.93075 -1.68332 0.86861
H65 1.03469 -0.93793 2.77585
C26 0.11598 -4.71701 1.98920
C27 0.52536 -4.57561 0.49473
C28 -0.41699 -3.72958 -0.38455
O10 1.84166 -4.12850 0.49780
H66 0.79453 -5.28414 2.62641
H67 -0.85757 -5.18800 2.12507
H68 0.05885 -3.72219 2.43099
H69 0.76826 -5.57035 0.12112
H70 -1.42780 -4.10917 -0.23531
H71 -0.03344 -3.74115 -1.40477
H72 -0.43778 -2.70154 -0.02287
H73 1.86103 -3.29598 0.97544
C29 4.54915 4.16728 -5.42347
C30 3.29307 4.46848 -6.26412
C31 2.26204 5.35246 -5.58570
O11 3.71915 5.11139 -7.44094
H74 5.14959 5.05360 -5.21849
H75 5.25084 3.49252 -5.91381
H76 4.27126 3.82506 -4.42659
H77 2.91223 3.49511 -6.57333
H78 1.25753 5.24235 -5.99429
H79 2.50189 6.41331 -5.51374
H80 2.16301 5.11260 -4.52705
H81 4.38783 5.76069 -7.21098
C32 -1.34653 0.56265 2.66660
C33 -1.18903 0.19622 4.13594
C34 -2.11388 -0.93105 4.58535
O12 0.12689 -0.26973 4.25839
H82 -0.75460 1.39725 2.29085
H83 -2.37479 0.68379 2.32586
H84 -1.01980 -0.26538 2.03754
H85 -1.38680 1.06142 4.76873
H86 -1.95282 -1.75533 3.89057
H87 -3.13849 -0.61869 4.38365
H88 -2.00457 -1.25659 5.61984
H89 0.22013 -0.60284 5.15391
C35 -5.61180 -3.48020 -2.37223
C36 -6.62217 -4.26141 -3.21952
C37 -7.49808 -3.40568 -4.13588
O13 -5.82471 -5.13568 -3.98181
H90 -4.99423 -4.12539 -1.74737
H91 -6.12532 -2.80227 -1.69046
H92 -4.95449 -2.93044 -3.04588
H93 -7.18348 -4.90941 -2.54636
H94 -7.04189 -2.92465 -5.00110
H95 -7.91900 -2.67342 -3.44689
H96 -8.25772 -3.98887 -4.65640
H97 -5.40854 -5.66568 -3.29807
C38 2.87249 4.39272 2.23214
C39 4.07643 4.26871 1.27156
C40 3.71457 3.64848 -0.12167
O14 4.50521 5.59880 1.03593
H98 2.30512 3.46768 2.33456
H99 2.20720 5.20404 1.93675
H100 3.29255 4.65212 3.20392
H101 4.94484 3.66774 1.54141
H102 4.56385 3.61777 -0.80422
H103 2.84370 4.17708 -0.50932
H104 3.45656 2.60465 0.05710
H105 4.66550 6.08021 1.85088
C41 -5.49056 0.05745 6.26413
C42 -5.80481 0.97863 5.11011
C43 -4.77842 2.11780 5.04511
O15 -5.75565 0.25704 3.90537
H106 -4.48768 -0.36310 6.19010
H107 -6.05746 -0.87351 6.25777
H108 -5.66524 0.43881 7.27019
H109 -6.82600 1.34020 5.23067
H110 -3.78647 1.66863 5.09405
H111 -4.89267 2.76258 5.91649
H112 -4.85263 2.57086 4.05651
H113 -5.41072 0.84140 3.22629
C44 -4.72246 -3.70173 5.56681
C45 -4.88472 -3.70299 4.07977
C46 -5.13811 -5.06822 3.49478
O16 -5.96918 -2.89480 3.75039
H114 -5.57411 -4.19522 6.03506
H115 -4.56690 -2.68819 5.93645
H116 -3.81484 -4.13475 5.98730
H117 -4.03554 -3.27806 3.54458
H118 -4.42062 -5.86754 3.68026
H119 -5.19848 -4.93057 2.41520
H120 -6.13502 -5.39149 3.79439
H121 -5.84536 -1.96190 3.94000
C47 4.73372 -2.16778 -2.56769
C48 3.54441 -2.99516 -3.18799
C49 3.19138 -2.45625 -4.55790
O17 3.97787 -4.30723 -3.37076
H122 4.77199 -2.45473 -1.51683
H123 4.55098 -1.09323 -2.57524
H124 5.70644 -2.39794 -3.00235
H125 2.60992 -2.93691 -2.62993
H126 2.92210 -1.40021 -4.53830
H127 2.34938 -3.05214 -4.91011
H128 3.93798 -2.58318 -5.34185
H129 4.14245 -4.67543 -2.49958

Output
**Relative energy (zero: lowest compared OMol25 entry of this formula, charge and spin)**: 0.0 kJ/mol
**Charge**: 0



Number 1: highest occupied orbital energy -7.497 eV, HOMO-LUMO gap 7.598 eV. Number 2: highest occupied orbital energy -8.672 eV, HOMO-LUMO gap 9.061 eV.